(1)
A structure of composition C20H30AuF6GeNO6S2. Source: OMol25; level of theory: ωB97M-V/def2-TZVPD.

```
67
Properties=species:S:1:pos:R:3:mulliken_charge:R:1
Au -1.802 0.892 -1.205 0.509
Ge -0.510 -1.899 0.811 0.597
S 0.181 2.529 1.924 1.290
S -1.481 0.508 2.816 1.304
F 2.273 2.792 3.407 -0.154
F -2.546 1.237 5.055 -0.161
F 2.000 4.362 1.938 -0.144
F 0.769 4.324 3.724 -0.154
F -2.782 -0.860 4.548 -0.153
F -0.872 -0.126 5.268 -0.183
O 0.705 1.873 0.772 -0.578
O -1.291 2.856 -1.749 -0.777
O -2.629 0.836 2.039 -0.651
O -1.562 3.303 0.360 -0.210
O -0.751 -0.715 2.405 -0.527
O -0.777 3.758 1.463 0.008
N -0.458 1.706 3.038 -0.525
C -2.194 -3.722 -2.295 -1.320
C 1.423 3.611 2.842 0.401
C -0.550 -3.608 1.684 -1.025
C -1.791 -3.817 2.563 -0.083
C -1.956 0.165 4.585 0.496
C 2.053 8.445 -1.519 -1.560
C -0.691 6.087 -0.386 0.976
C 0.075 7.216 -0.583 -0.768
C -1.957 -1.335 -0.419 -0.269
C -0.775 -5.768 3.859 -1.249
C -1.975 6.214 0.395 -1.742
C -3.242 -2.169 -0.553 -0.705
C 1.604 6.019 -1.998 -0.930
C -2.986 -3.609 -0.998 0.133
C 1.233 7.204 -1.365 0.436
C 1.316 3.628 -2.608 -1.520
C -0.275 4.889 -1.025 1.271
C -1.016 3.678 -0.876 0.039
C -1.940 -5.271 3.012 -0.635
C 0.862 4.861 -1.876 0.724
H -2.061 -5.907 2.130 0.287
H -2.794 5.661 -0.064 0.323
H 1.427 9.335 -1.515 0.401
H -2.145 -4.758 -2.627 0.429
H -1.159 -3.381 -2.191 0.266
H 0.160 -5.801 3.298 0.326
H -3.956 -4.091 -1.119 0.459
H -1.715 -3.173 3.444 0.276
H -0.966 -6.778 4.219 0.399
H 2.336 3.764 -2.960 0.433
H -3.890 -1.678 -1.282 0.502
H -0.624 -5.131 4.733 0.297
H -2.286 -0.346 0.063 -0.094
H 2.490 6.008 -2.620 0.423
H 2.638 8.426 -2.436 0.400
H 2.750 8.530 -0.682 0.313
H 0.374 -3.702 2.257 0.623
H -2.659 -3.143 -3.096 0.326
H -2.696 -3.514 2.029 0.099
H -0.499 -4.354 0.884 0.484
H -2.482 -4.160 -0.199 -0.209
H -3.778 -2.155 0.397 0.333
H -2.869 -5.356 3.579 0.420
H -2.270 7.259 0.436 0.520
H -0.245 8.150 -0.137 0.469
H 1.291 2.738 -1.978 0.209
H 0.683 3.437 -3.476 0.333
H 0.805 -1.264 0.366 0.075
H -1.426 -1.288 -1.391 0.412
H -1.869 5.870 1.424 0.306
```

Its net charge is +2. The calculation puts the HOMO energy at -14.50 eV. The LUMO energy is -0.2416 Eh. For the orbital gap, the calculation gives 7.93 eV.



(2)
A structure of composition C20H30B2BeN2O20 at a distorted geometry. Source: OMol25; level of theory: ωB97M-V/def2-TZVPD.

```
75
Properties=species:S:1:pos:R:3:mulliken_charge:R:1
O 24.444 -11.432 -6.601 0.539
O 30.095 -17.108 -6.911 -0.408
O 23.826 -7.439 -1.540 -0.651
O 30.001 -17.293 -11.433 -0.659
O 25.907 -10.820 -3.259 0.016
O 30.634 -16.017 -4.929 -0.616
O 24.334 -13.722 -2.410 -0.583
O 25.625 -14.473 -7.079 0.643
O 28.417 -10.910 -5.478 0.529
O 28.324 -17.993 -8.512 -0.543
O 24.734 -11.741 -1.444 -0.477
O 29.200 -12.517 -8.263 0.402
O 26.155 -12.788 -4.424 -0.271
O 28.425 -15.718 -7.536 0.056
O 28.666 -14.023 -5.986 -0.469
O 24.260 -9.593 -2.234 -0.579
O 26.287 -9.875 -1.005 -0.478
O 28.521 -19.606 -10.107 -0.581
O 26.424 -7.801 -0.167 -0.570
O 29.964 -16.631 -9.280 -0.499
N 26.349 -12.705 -9.168 -0.056
N 26.585 -9.981 -7.598 -0.122
C 24.912 -12.677 -2.341 0.149
C 25.742 -12.108 -3.452 0.131
C 28.759 -12.563 -9.571 -1.148
C 25.925 -8.636 -0.870 0.582
C 28.181 -9.467 -5.656 -1.148
C 29.027 -15.112 -6.574 0.232
C 30.503 -12.171 -7.942 -0.970
C 29.304 -10.993 -4.373 -1.007
C 25.237 -9.699 -8.045 -0.934
C 24.524 -8.515 -1.551 0.573
C 27.447 -13.374 -9.809 -0.132
C 28.775 -18.487 -9.661 0.499
C 30.002 -16.105 -6.027 0.249
C 25.321 -15.519 -6.094 -1.139
C 25.400 -14.887 -8.415 -0.396
C 29.661 -17.439 -10.197 0.649
C 26.934 -9.107 -6.444 -0.872
C 25.145 -13.573 -9.192 -0.976
C 23.359 -12.146 -6.094 -1.100
C 24.156 -10.140 -7.041 -0.799
B 25.379 -10.482 -1.971 0.992
B 29.193 -16.879 -8.064 1.043
Be 26.933 -12.317 -6.712 1.606
H 22.977 -11.929 -5.096 0.272
H 24.312 -13.005 -8.778 0.103
H 27.266 -13.483 -10.878 0.453
H 29.519 -12.888 -10.282 0.561
H 22.518 -12.109 -6.786 0.393
H 24.143 -9.501 -6.158 0.366
H 30.421 -11.085 -7.975 0.279
H 26.218 -8.925 -5.642 0.238
H 28.771 -11.550 -9.975 0.472
H 25.949 -16.408 -6.036 0.225
H 27.230 -9.742 -8.337 0.244
H 24.894 -13.778 -10.232 0.566
H 24.270 -15.797 -6.165 0.436
H 27.069 -8.108 -6.860 0.494
H 30.667 -12.457 -6.903 0.119
H 26.136 -12.046 -9.903 0.402
H 29.943 -10.143 -4.135 0.452
H 25.370 -14.997 -5.139 0.208
H 27.726 -14.284 -9.278 -0.621
H 23.216 -10.042 -7.584 0.488
H 25.182 -8.623 -8.207 0.495
H 29.872 -11.916 -4.490 0.175
H 28.657 -11.115 -3.505 0.155
H 25.077 -10.250 -8.972 0.301
H 29.095 -9.097 -6.120 0.570
H 28.142 -8.947 -4.698 0.498
H 23.591 -13.209 -6.164 0.087
H 24.619 -15.647 -8.440 0.637
H 31.351 -12.507 -8.539 0.358
H 26.303 -15.423 -8.707 -0.131
```

Its net charge is 0. The calculation puts the HOMO energy at -9.82 eV. The LUMO energy is -0.0629 Eh. For the orbital gap, the calculation gives 8.11 eV.



(3)
A structure of composition C20H30B2N2O20Sr at a distorted geometry. Source: OMol25; level of theory: ωB97M-V/def2-TZVPD.

```
75
Properties=species:S:1:pos:R:3:mulliken_charge:R:1
Sr 1.672 0.366 0.975 1.281
O -2.006 3.292 2.283 -0.615
O 1.431 2.412 2.815 0.129
O -5.188 0.194 2.494 -0.565
O -7.070 0.058 -0.385 -0.571
O 3.205 0.513 -1.300 0.113
O -7.323 -0.529 2.471 -0.569
O -2.999 0.104 1.489 -0.585
O 0.117 0.485 -1.118 0.694
O -5.132 -1.666 -4.640 -0.587
O 1.740 -3.416 -2.123 -0.295
O -3.783 -0.510 -3.301 -0.492
O -3.933 2.216 1.855 -0.581
O -2.871 -1.321 -6.505 -0.570
O -0.849 0.742 1.569 -0.260
O -1.267 2.929 -1.734 -0.592
O -5.035 0.819 0.240 -0.422
O -1.480 -0.409 -2.423 -0.657
O -2.057 -0.129 -4.779 -0.582
O 0.925 -1.166 2.908 0.048
O -2.516 1.589 -3.033 -0.513
N 1.459 -2.056 0.209 0.701
N 2.265 2.783 0.272 -0.127
C 3.376 1.891 -1.736 -0.941
C -0.857 0.535 -1.838 0.068
C -6.217 0.240 0.426 0.566
C -4.111 -1.088 -4.436 0.604
C 1.232 -2.534 2.697 -0.671
C -2.962 -0.847 -5.419 0.554
C 0.164 -0.888 4.067 -1.050
C -1.548 1.852 -2.177 0.169
C 1.228 3.725 2.295 -0.958
C 1.189 3.695 0.763 -0.411
C 2.066 -2.685 1.423 -0.785
C 2.301 2.825 -1.202 -0.373
C -2.645 2.317 1.985 0.411
C 1.970 -4.236 -3.261 -0.873
C 1.708 2.355 4.200 -1.040
C -2.035 0.954 1.670 0.396
C -6.356 -0.102 1.934 0.577
C 0.297 -2.814 -0.334 -0.438
C 4.264 -0.327 -1.733 -0.779
C 0.754 -3.941 -1.257 -0.952
B -2.465 0.145 -3.408 1.159
B -4.300 0.829 1.513 1.235
H 2.595 3.824 -1.536 0.534
H 0.000 0.181 4.180 0.209
H 0.764 2.388 4.755 0.345
H 2.901 -3.927 -3.724 0.242
H 4.369 2.170 -1.363 0.448
H 0.333 4.192 2.713 0.365
H 2.090 -2.267 -0.571 -0.197
H 5.205 -0.049 -1.252 0.296
H 2.320 -3.729 1.213 0.440
H -0.086 -4.387 -1.794 0.563
H 4.348 -0.236 -2.818 0.277
H 2.116 1.368 4.415 0.276
H 1.826 -2.891 3.544 0.439
H 4.030 -1.361 -1.485 0.179
H 1.259 4.732 0.427 0.476
H 2.356 3.154 4.562 0.351
H 0.351 -3.179 2.644 0.441
H -0.252 -2.086 -0.936 -0.152
H 2.104 -5.288 -2.985 0.351
H -0.429 -3.111 0.422 0.462
H 2.069 4.309 2.695 0.644
H 0.260 3.265 0.388 0.030
H 3.342 1.838 -2.826 0.455
H 0.684 -1.243 4.961 0.339
H 1.246 -4.741 -0.684 0.340
H 1.349 2.513 -1.628 -0.145
H 3.075 -2.298 1.619 0.296
H 1.105 -4.181 -3.922 0.322
H -0.832 -1.327 3.964 0.342
H 3.144 3.168 0.614 0.178
```

Its net charge is 0. The calculation puts the HOMO energy at -8.88 eV. The LUMO energy is -0.0524 Eh. For the orbital gap, the calculation gives 7.45 eV.



(4)
A structure of composition C20H30B4F16Li3O15 at a distorted geometry. Source: OMol25; level of theory: ωB97M-V/def2-TZVPD.

```
88
Properties=species:S:1:pos:R:3:mulliken_charge:R:1
F 4.312 3.820 -2.537 -0.417
F 3.234 -2.175 -0.895 0.986
F 4.920 -2.639 1.817 -0.432
F 3.368 -0.918 1.920 -0.351
F 4.256 4.817 -0.457 -0.337
F 1.098 -1.003 -1.409 -0.240
F 5.456 -1.897 -1.270 -0.357
F 4.031 -2.468 -2.962 -0.551
F 2.128 0.444 0.061 -0.224
F 3.681 -2.237 3.723 -0.404
F 2.711 3.261 -1.031 -0.343
F 2.716 -3.107 1.750 -0.346
F 2.732 0.436 -2.190 -0.433
F 2.610 5.307 -1.993 -0.359
F 4.613 -4.021 -1.323 -0.296
F 0.726 1.222 -1.627 -0.375
O 1.204 2.136 3.028 -0.306
O 1.744 4.052 4.078 -0.566
O -0.390 3.366 3.991 -0.412
O -0.261 -3.887 -1.913 -0.011
O -4.370 -0.960 -0.248 -0.376
O -1.140 -2.149 2.716 -0.256
O -1.002 7.201 0.000 -0.390
O -0.923 -4.085 1.660 -0.296
O -1.717 6.919 2.122 -0.541
O 1.232 -4.763 -0.476 -0.360
O 1.413 -5.169 -2.680 -0.405
O -0.079 -2.209 0.754 0.211
O -0.696 5.264 1.024 -0.165
O -3.163 -2.853 -0.560 -0.511
O -2.326 -0.848 -1.092 0.040
C -1.891 -3.052 3.511 -0.636
C -0.017 1.512 2.646 0.814
C -0.954 3.900 -0.931 -1.064
C 0.814 -4.640 -1.572 0.336
C 0.940 3.253 3.733 0.553
C -0.674 -2.778 1.613 -0.303
C -2.362 2.587 2.828 -1.110
C -0.390 6.377 -0.984 -0.460
C -0.700 -5.342 3.701 -1.504
C -1.071 2.208 3.515 0.505
C -2.807 0.531 -1.137 1.491
C -1.587 -4.433 2.886 0.388
C -2.428 1.135 -2.458 -1.326
C -0.180 5.027 -0.269 0.809
C -0.391 -3.867 -3.319 0.704
C -4.292 0.345 -0.798 -0.569
C 0.793 -4.661 -3.848 -0.553
C -1.183 6.524 1.139 0.498
C -3.279 -1.676 -0.640 0.308
C -0.598 -2.453 -3.841 -0.964
B 4.351 -2.713 -1.582 0.172
B 3.499 4.338 -1.498 0.423
B 1.649 0.243 -1.215 0.580
B 3.671 -2.237 2.315 0.316
Li 3.941 -0.611 -2.870 0.889
Li 2.384 2.275 -2.588 0.764
Li 2.017 -1.483 0.428 0.669
H -1.294 -4.378 -3.682 0.152
H -2.833 2.148 -2.514 0.426
H -1.103 -2.471 -4.811 0.495
H -2.863 3.400 3.352 0.403
H -2.133 3.025 1.849 0.053
H -1.307 -5.846 4.458 0.425
H -0.714 2.961 -0.422 -0.219
H -1.194 -1.828 -3.182 -0.233
H -4.933 0.549 -1.660 0.277
H -0.054 0.457 2.913 -0.102
H 0.523 6.766 -1.439 0.328
H 1.455 -4.083 -4.500 0.254
H -0.134 1.624 1.566 -0.493
H 0.868 4.736 -0.318 -0.066
H -1.553 -2.919 4.538 0.363
H -1.271 1.547 4.365 0.317
H -0.323 -6.139 3.058 0.337
H 0.443 -5.511 -4.439 0.306
H -1.349 1.074 -2.553 -0.111
H -2.522 -4.930 2.631 0.310
H -2.039 4.040 -0.899 0.382
H -1.064 6.346 -1.849 0.247
H 0.374 -1.970 -3.998 0.275
H -2.927 0.611 -3.278 0.538
H -2.996 1.714 2.675 0.336
H -2.283 0.956 -0.277 -0.518
H 0.152 -4.845 4.162 0.352
H -0.725 3.667 -1.973 0.588
H -4.599 1.018 0.005 0.377
H -2.971 -2.887 3.478 0.294
```

Its net charge is -1. The calculation puts the HOMO energy at -8.40 eV. The LUMO energy is 0.0259 Eh. For the orbital gap, the calculation gives 9.11 eV.



(5)
A structure of composition C20H30CdN10S4. Source: OMol25; level of theory: ωB97M-V/def2-TZVPD.

```
65
Properties=species:S:1:pos:R:3:mulliken_charge:R:1
Cd 0.511 0.025 0.170 2.221
S -0.524 -2.059 1.682 -0.066
S -0.965 3.188 3.849 -0.178
S 2.263 0.701 -1.884 -0.495
S 4.486 0.108 3.090 -0.135
N 4.389 -0.338 0.433 -0.263
N 2.448 2.949 -3.256 -0.377
N 2.482 0.536 1.555 0.072
N -2.138 0.555 -0.040 0.917
N -1.883 3.133 1.330 -0.350
N -0.526 1.688 -1.848 0.371
N 2.072 -2.112 0.057 0.022
N -0.335 -1.615 -1.488 0.101
N 0.348 2.429 -2.580 -0.587
N 0.039 1.864 1.887 -0.267
C 3.723 0.112 1.544 -0.077
C -1.368 -3.022 0.378 -1.073
C 0.857 1.667 3.001 -0.079
C 2.243 -2.699 1.384 -0.376
C 0.919 -3.093 2.061 -0.957
C 2.125 0.951 2.832 -0.032
C 1.611 -3.074 -0.956 -0.742
C -2.674 1.058 -1.162 1.066
C -2.366 2.853 -3.009 -2.189
C 0.461 2.277 4.133 -0.585
C -4.013 0.888 -1.481 -0.981
C -4.839 0.221 -0.587 -0.867
C 0.775 -2.409 -2.043 -1.280
C 3.053 0.744 3.786 -0.434
C -0.942 2.674 2.199 0.358
C -1.481 -2.410 -1.028 -0.703
C -2.953 -0.035 0.836 -0.921
C 1.665 2.106 -2.594 0.434
C -4.309 -0.218 0.612 -1.100
C -1.773 1.877 -2.030 0.223
H 1.024 -3.847 -0.462 0.301
H 0.022 3.212 -3.125 0.181
H -2.500 -0.372 1.761 0.762
H -4.929 -0.695 1.361 0.518
H 1.407 -1.734 -2.615 0.349
H -3.391 3.101 -2.743 0.555
H -2.353 -1.765 -1.059 0.209
H -2.369 2.439 -4.021 0.341
H 1.037 -3.043 3.142 0.530
H 0.938 2.284 5.101 0.405
H 4.167 0.168 -0.416 0.092
H -2.378 -3.206 0.744 0.665
H -2.699 3.588 1.701 0.259
H 3.005 0.974 4.840 0.432
H -0.668 -0.994 -2.216 0.200
H -5.889 0.077 -0.815 0.468
H -1.998 2.615 0.478 0.088
H 2.967 -1.725 -0.221 0.225
H 2.760 -1.970 2.004 0.025
H 2.868 -3.597 1.357 0.438
H -1.681 -3.237 -1.717 0.408
H 5.376 -0.505 0.546 0.264
H 0.624 -4.114 1.827 0.479
H 2.450 -3.591 -1.426 0.477
H -0.872 -3.987 0.355 0.602
H 0.399 -3.173 -2.727 0.469
H 3.426 2.732 -3.340 0.246
H -4.413 1.271 -2.411 0.594
H -1.815 3.794 -3.031 0.564
H 2.109 3.783 -3.709 0.188
```

Its net charge is +2. The calculation puts the HOMO energy at -12.82 eV. The LUMO energy is -0.2092 Eh. For the orbital gap, the calculation gives 7.12 eV.



(6)
A structure of composition C20H30CuO19S at a distorted geometry. Source: OMol25; level of theory: ωB97M-V/def2-TZVPD.

```
71
Properties=species:S:1:pos:R:3:mulliken_charge:R:1
Cu -1.893 21.320 -9.444 2.525
S -0.154 23.404 -8.917 1.195
O -4.054 22.020 -13.472 -0.373
O 0.659 24.123 -9.880 -0.668
O -4.476 17.766 -10.955 -0.341
O -6.201 21.473 -7.964 -0.228
O -1.604 23.387 -9.254 -0.659
O -1.717 20.094 -7.246 -0.582
O -0.465 19.493 -10.091 -0.580
O -4.847 22.500 -6.576 -0.309
O -2.943 22.051 -11.523 -0.724
O -3.940 21.546 -8.332 -0.366
O -1.679 20.011 -4.982 -0.329
O -1.297 18.171 -6.151 -0.312
O -5.282 18.766 -9.178 -0.237
O -3.241 19.326 -9.989 -0.177
O -2.432 20.604 -13.185 -0.301
O -0.023 23.779 -7.510 -0.685
O 0.430 17.500 -10.573 -0.357
O 1.268 18.658 -8.922 -0.311
O 0.056 21.910 -9.063 -0.596
C -1.416 17.695 -4.831 0.592
C 1.598 16.755 -10.216 -0.654
C -4.913 21.803 -7.688 0.411
C -6.119 22.682 -5.983 0.374
C -3.077 21.605 -12.620 0.553
C -1.606 19.480 -6.244 0.385
C -5.704 17.127 -10.775 -0.492
C -0.283 16.765 -4.425 -1.520
C -1.419 18.990 -4.021 -0.496
C -7.069 22.099 -7.003 -0.622
C 2.224 17.640 -9.123 0.370
C -2.904 20.351 -14.504 0.463
C 0.311 18.627 -9.858 0.300
C -6.204 24.221 -5.836 -1.400
C -2.784 18.853 -14.703 -1.224
C 2.208 16.842 -7.798 -1.354
C -7.585 18.795 -10.006 -1.260
C -4.252 21.011 -14.465 -0.393
C -6.370 17.924 -9.638 0.367
C -4.266 18.723 -10.025 0.451
H -6.331 17.043 -11.668 0.311
H -6.197 22.178 -5.019 0.340
H -0.383 16.540 -3.362 0.405
H -6.405 24.688 -6.800 0.358
H -4.605 21.390 -15.423 0.291
H -5.247 24.598 -5.486 0.345
H -7.869 19.312 -9.093 0.234
H -1.788 18.491 -14.448 0.356
H -2.342 17.130 -4.685 0.204
H -3.083 18.489 -15.685 0.382
H -0.303 15.806 -4.943 0.344
H -7.663 22.877 -7.492 0.319
H -6.634 17.275 -8.807 0.279
H 2.665 15.854 -7.881 0.412
H -2.144 19.068 -3.216 0.295
H 0.679 17.237 -4.607 0.335
H -2.214 20.857 -15.185 0.219
H 3.144 17.976 -9.597 0.344
H -8.335 18.125 -10.430 0.447
H -5.513 16.068 -10.576 0.281
H -7.032 24.441 -5.159 0.404
H -7.850 21.441 -6.621 0.339
H 2.337 16.661 -11.011 0.338
H -7.419 19.547 -10.778 0.300
H 1.169 16.612 -7.572 0.323
H -0.402 19.184 -3.670 0.311
H 1.384 15.749 -9.861 0.299
H -3.381 18.321 -13.955 0.164
H 2.645 17.432 -6.995 0.345
H -5.095 20.414 -14.101 0.242
```

The expectation value of S² is 0.756. Its net charge is 0. Its multiplicity is 2. The calculation puts the HOMO energy (alpha / beta) at -7.25 / -7.17 eV. The LUMO energy (alpha / beta) is 0.0048 / 0.0023 Eh. For the orbital gap (alpha / beta), the calculation gives 7.38 / 7.23 eV.